[1]
A molecular structure, C19H25N3PtS4, computed with ωB97M-V/def2-TZVPD.

Geometry (Å):
Pt: 0.4957 -0.1657 0.0081
C: 3.3005 -1.1344 1.4984
C: 2.8298 -0.3036 2.6811
S: 1.0635 0.1796 2.5612
C: 1.1459 2.0016 2.6732
C: 1.6970 2.7075 1.4448
S: 0.6108 2.3968 0.0034
C: 1.6952 2.7029 -1.4409
C: 1.1389 1.9970 -2.6672
S: 1.0482 0.1749 -2.5514
C: 2.8116 -0.3161 -2.6780
C: 3.2867 -1.1423 -1.4936
S: 3.1925 -0.0928 0.0002
H: 2.6932 -2.0312 1.3690
H: 4.3448 -1.4263 1.6477
H: 3.4315 0.5955 2.8132
H: 2.9147 -0.9008 3.5952
H: 1.7562 2.2426 3.5491
H: 0.1218 2.3244 2.8833
H: 2.7174 2.4091 1.2039
H: 1.6839 3.7868 1.6284
H: 2.7159 2.4036 -1.2024
H: 1.6840 3.7818 -1.6267
H: 1.7487 2.2341 -3.5447
H: 0.1157 2.3243 -2.8758
H: 3.4156 0.5801 -2.8179
H: 2.8900 -0.9188 -3.5890
H: 4.3293 -1.4371 -1.6488
H: 2.6780 -2.0373 -1.3547
C: -5.3815 2.5422 0.0126
C: -5.6527 1.1706 0.0332
C: -4.6469 0.2485 0.0240
C: -3.2826 0.6799 -0.0107
C: -3.0181 2.0671 -0.0318
C: -4.0489 2.9764 -0.0222
N: -2.2885 -0.2304 -0.0254
N: -2.4878 -1.4465 -0.0035
C: -1.6811 -2.5131 -0.0065
C: -2.3215 -3.7677 -0.0354
C: -1.5599 -4.9235 -0.0374
C: -0.1791 -4.7898 0.0071
C: 0.3776 -3.5092 0.0303
N: -0.3256 -2.3850 0.0232
H: -6.1887 3.2637 0.0229
H: -6.6883 0.8355 0.0517
H: -4.8327 -0.8173 0.0331
H: -1.9934 2.4046 -0.0596
H: -3.8443 4.0370 -0.0534
H: -3.3998 -3.8071 -0.0552
H: -2.0301 -5.8990 -0.0654
H: 0.4650 -5.6557 0.0285
H: 1.4533 -3.4194 0.0703

net charge: +4

Atom charges from the Löwdin analysis, given in e for atoms 1 to 2:
1 Pt 0.76
2 C -0.43


[2]
C4H7NO in the gas phase, computed with ωB97M-V/def2-TZVPD.

Geometry (Å):
C: 2.2842 -0.5055 -0.3215
C: 1.8569 0.4273 0.4782
C: -0.0040 0.5860 0.2516
C: -1.8918 -0.6846 -0.1136
N: -0.5173 1.7045 0.2500
O: -0.4861 -0.5992 0.0632
H: 3.2993 -0.5944 -0.7818
H: 1.4783 -1.1073 -0.7583
H: 2.3124 1.2141 1.0408
H: -2.5056 0.0852 0.2739
H: -2.1843 -1.5904 0.4836
H: -2.0962 -0.7388 -1.1195
H: -1.5456 1.8032 0.2535

net charge: 0
SMILES string: [H]/N=C(/C=C)OC

Atom charges from the Löwdin analysis, given in e for atoms 1 to 2:
1 C -0.06
2 C -0.01


[3]
C2H6N4OS in the gas phase, computed with ωB97M-V/def2-TZVPD.

Geometry (Å):
C: -0.2185 0.0111 -0.3869
C: -1.6728 0.0103 -0.8109
H: -0.2113 1.2839 1.8486
H: 1.3652 1.1388 1.5848
H: -0.3365 1.9446 -0.5327
H: 2.2578 -0.4057 -0.0679
H: 1.9645 -2.0293 0.4433
H: -1.3188 -2.2966 -1.1994
N: 0.5295 1.6258 1.2471
N: 0.3557 1.3114 -0.1540
N: 0.3832 -1.0852 -0.2233
N: 1.6170 -1.0626 0.4012
O: -2.3290 1.0380 -0.7427
S: -2.3860 -1.4844 -1.4072

net charge: 0
SMILES string: N/N=C(\NN)C(=O)S

Atom charges from the Löwdin analysis, given in e for atoms 1 to 2:
1 C -0.37
2 C -0.73


[4]
5 unconnected molecules or ions with the total composition C30H36F13NO15P2, computed with ωB97M-V/def2-TZVPD.

Geometry (Å):
C: 6.5405 -0.9703 -1.8072
C: 5.6335 -1.0268 -0.5860
C: 4.1696 -1.1716 -0.9155
F: 3.8854 -0.5655 -2.0964
C: 3.5788 -2.5847 -0.8936
P: 4.6736 -3.8076 -1.7851
P: 3.8105 -5.7481 -1.3607
O: 2.8955 -5.8151 -0.2099
O: 3.1676 -6.3171 -2.6970
O: 5.0964 -6.6590 -1.1730
O: 3.5927 -2.9278 0.5009
C: 2.3777 -3.4043 0.8436
O: 2.0253 -3.6371 1.9296
O: 1.6095 -3.5403 -0.2586
C: 2.0630 -2.6476 -1.2260
C: 1.3215 -1.3524 -1.0201
C: -0.1711 -1.4809 -1.0023
C: -0.9051 -0.4803 -0.4252
C: -2.2650 -0.5278 -0.3996
C: -2.9433 -1.5794 -0.9620
C: -2.2131 -2.5739 -1.5434
C: -0.8493 -2.5291 -1.5584
O: 1.8936 -3.2819 -2.5008
C: 1.8139 -2.4718 -3.4980
N: 1.7352 -1.6993 -4.3401
H: 6.5141 0.0122 -2.2334
H: 6.3195 -1.7197 -2.5445
H: 7.5563 -1.1240 -1.4833
H: 5.7613 -0.1086 -0.0606
H: 5.9448 -1.8022 0.0897
H: 3.6070 -0.6591 -0.1532
H: 5.8315 -3.8473 -1.0101
H: 2.4153 -5.7877 -2.9692
H: 4.8787 -7.2996 -0.4916
H: 1.6237 -0.9684 -0.0617
H: 1.5928 -0.6057 -1.7504
H: -0.4185 0.3698 0.0065
H: -2.8382 0.2568 0.0409
H: -3.9977 -1.6049 -0.9359
H: -2.7089 -3.3990 -2.0037
H: -0.3411 -3.3505 -2.0123
C: -3.5076 -3.8996 4.8219
C: -5.0001 -3.9042 4.5750
O: -5.4305 -2.6956 3.9163
C: -5.2344 -2.6521 2.6105
O: -4.7523 -3.4957 1.9184
C: -5.7702 -1.3216 2.0574
F: -5.3802 -0.2902 2.8086
F: -7.1057 -1.3416 2.0332
F: -5.3203 -1.1397 0.8223
H: -3.2186 -3.0113 5.3834
H: -3.2197 -4.7830 5.3891
H: -2.9530 -3.8964 3.8850
H: -5.5463 -3.9226 5.5144
H: -5.3096 -4.7684 3.9903
C: 3.2788 0.8804 4.2351
C: 3.5270 2.3556 4.0089
O: 4.2476 2.5868 2.7786
C: 3.5305 2.5630 1.6710
O: 2.3554 2.3796 1.5642
C: 4.4481 2.8312 0.4670
F: 5.5608 2.0950 0.5618
F: 4.7908 4.1196 0.4147
F: 3.8324 2.5168 -0.6639
H: 4.2177 0.3272 4.2091
H: 2.8070 0.7251 5.2035
H: 2.6276 0.4676 3.4660
H: 4.1646 2.7626 4.7889
H: 2.6013 2.9244 4.0023
C: -4.4282 1.2702 -6.2808
C: -3.3057 1.6168 -5.3280
O: -3.7849 2.3816 -4.2021
C: -4.3601 1.6858 -3.2382
O: -4.5317 0.5062 -3.1959
C: -4.7670 2.6366 -2.1009
F: -5.3806 3.7215 -2.5764
F: -3.6795 3.0420 -1.4307
F: -5.5843 2.0287 -1.2547
H: -4.9477 2.1733 -6.6011
H: -4.0298 0.7641 -7.1584
H: -5.1582 0.6158 -5.8073
H: -2.5736 2.2571 -5.8123
H: -2.7887 0.7280 -4.9710
C: -2.1294 5.8330 -0.4614
C: -2.4597 5.4182 0.9537
O: -1.3186 5.5646 1.8228
C: -1.0850 6.7890 2.2587
O: -1.7126 7.7769 2.0261
C: 0.1408 6.7725 3.1862
F: 1.1356 6.0656 2.6456
F: -0.1890 6.2155 4.3564
F: 0.5660 8.0068 3.4062
H: -1.2688 5.2746 -0.8304
H: -2.9776 5.6425 -1.1156
H: -1.8828 6.8923 -0.5152
H: -2.7174 4.3632 0.9936
H: -3.2999 5.9816 1.3550

net charge: 0
SMILES string: CC[C@@H](F)[C@@]1(PP(=O)(O)O)OC(=O)O[C@]1(Cc1ccccc1)OC#N.CCOC(=O)C(F)(F)F.CCOC(=O)C(F)(F)F.CCOC(=O)C(F)(F)F.CCOC(=O)C(F)(F)F

Atom charges from the Löwdin analysis, given in e for atoms 1 to 2:
1 C -0.09
2 C -0.18


[5]
A molecular structure, C13H14IN3SV, computed with ωB97M-V/def2-TZVPD.

Geometry (Å):
C: 1.1312 0.2777 4.0450
C: 1.9993 -0.8415 4.4691
H: 0.2395 0.4291 4.6641
H: -1.4269 1.0626 2.3642
H: 1.6853 1.1992 3.9585
H: 2.6782 -1.0601 3.6197
H: 2.5569 -0.5666 5.3506
H: 1.3838 -1.6957 4.7294
C: -0.0971 2.8286 -0.9427
C: 0.1198 3.5003 -2.1506
C: -0.1425 2.8396 -3.3632
C: -0.5001 1.4834 -3.3522
H: 0.0409 3.2882 0.0394
H: 0.5518 4.5019 -2.1130
H: 0.0274 3.3720 -4.2955
H: -0.5290 0.8768 -4.2837
N: -0.4233 1.4909 -0.9246
C: -0.6614 0.8355 -2.1193
C: -0.7774 -0.5875 -1.9771
N: -0.4005 -1.0594 -0.7180
C: -0.4427 -2.3996 -0.4782
C: -1.3479 -2.8140 -2.6690
C: -1.1036 -3.2678 -1.3607
H: -0.0070 -2.7261 0.4715
H: -1.4085 -4.2691 -1.0587
C: -1.1289 -1.4695 -2.9969
H: -1.2599 -1.0799 -4.0162
H: -1.7414 -3.5090 -3.4074
V: 0.3165 0.3201 0.3777
I: 2.8101 -0.0355 0.1792
S: -1.7525 -1.2495 2.9282
C: -0.8732 0.1218 2.5011
N: 0.4832 0.2032 2.5291

net charge: +2
spin multiplicity: 2

Atom charges from the Löwdin analysis, given in e for atoms 1 to 2:
1 C -0.17
2 C -0.08


[6]
A molecular structure, C33H33N15O4PPbS3, computed with ωB97M-V/def2-TZVPD.

Geometry (Å):
Pb: 0.2526 -0.8478 1.5469
O: -4.3434 -1.6120 2.3659
C: -3.2069 -1.6689 1.8445
N: -2.0186 -1.7733 2.4216
C: -1.8971 -1.9355 3.8163
C: -2.9556 -1.8831 4.7372
C: -2.7346 -2.0007 6.1028
C: -1.4502 -2.1804 6.5849
C: -0.3914 -2.2652 5.6954
C: -0.5880 -2.1564 4.3219
N: 0.4934 -2.1723 3.4163
C: 1.5840 -2.9159 3.6597
O: 1.7768 -3.7208 4.5711
C: 2.7143 -2.7393 2.6541
C: 3.8716 -3.4900 2.7867
C: 4.8835 -3.3182 1.8554
C: 4.7147 -2.4096 0.8218
C: 3.5302 -1.6956 0.7601
N: 2.5634 -1.8616 1.6633
C: -3.2115 -1.5854 0.3163
C: -4.4402 -1.7337 -0.3304
C: -4.4930 -1.6450 -1.7082
C: -3.3202 -1.4028 -2.4100
C: -2.1450 -1.2631 -1.6909
N: -2.0878 -1.3486 -0.3591
H: -3.9598 -1.7747 4.3613
H: -3.5780 -1.9562 6.7822
H: -1.2642 -2.2581 7.6491
H: 0.6117 -2.4158 6.0615
H: 3.9399 -4.1850 3.6105
H: 5.7970 -3.8954 1.9321
H: 5.4648 -2.2525 0.0592
H: 3.3404 -0.9925 -0.0424
H: -5.3144 -1.9113 0.2786
H: -5.4343 -1.7686 -2.2311
H: -3.3055 -1.3324 -3.4899
H: -1.2008 -1.0724 -2.1914
N: 2.3214 2.6966 2.3522
C: 1.4682 2.1773 3.3605
N: 1.2193 2.8246 4.4895
N: 0.2304 2.1316 5.0589
N: -0.0915 1.1245 4.3030
N: 0.6980 1.1075 3.2143
C: 1.6443 2.9237 1.1623
N: 1.6282 4.0614 0.4251
N: 0.7014 3.8892 -0.4832
N: 0.2314 2.6764 -0.2946
N: 0.7982 2.0332 0.7023
H: 2.8055 3.5190 2.6840
N: -2.8451 1.0301 3.3550
C: -2.9072 1.3276 2.0992
N: -1.7614 1.6027 1.4058
C: -2.0107 1.8586 0.1673
C: -0.9554 2.0853 -0.8718
C: -1.4487 2.7145 -2.1236
C: -2.7532 2.7152 -2.4177
C: -3.7566 2.2595 -1.4688
C: -3.3993 1.8671 -0.2337
S: -4.3770 1.4356 1.1534
H: -1.9029 0.9407 3.8124
H: -3.6406 0.6238 3.8292
H: -0.6222 1.0661 -1.1978
H: -0.7003 3.0544 -2.8269
H: -3.0918 3.0768 -3.3787
H: -4.7993 2.2897 -1.7598
C: 3.7936 2.8798 -2.7296
C: 2.4345 2.4231 -3.2245
C: 1.7832 3.4298 -4.1523
O: 2.5225 1.1945 -3.9578
P: 2.6582 -0.2498 -3.2181
S: 4.4902 -0.7346 -2.7812
S: 1.3060 -0.2898 -1.7423
O: 2.1647 -1.1639 -4.4483
C: 0.8336 -1.0015 -4.9681
C: 0.9500 -0.5656 -6.4152
C: 0.1022 -2.3177 -4.7925
H: 3.6867 3.8225 -2.1882
H: 4.4745 3.0215 -3.5714
H: 4.2301 2.1373 -2.0631
H: 1.7828 2.2428 -2.3658
H: 2.4136 3.6033 -5.0265
H: 1.6380 4.3787 -3.6317
H: 0.8159 3.0604 -4.5012
H: 0.3211 -0.2248 -4.3920
H: 1.4864 -1.3216 -6.9919
H: 1.4992 0.3736 -6.4773
H: -0.0410 -0.4291 -6.8548
H: 0.6225 -3.1093 -5.3353
H: -0.9193 -2.2455 -5.1748
H: 0.0697 -2.5866 -3.7367

net charge: -1

Atom charges from the Löwdin analysis, given in e for atoms 1 to 2:
1 Pb 1.36
2 O -0.06


[7]
2 unconnected molecules or ions with the total composition C8H12N6, computed with ωB97M-V/def2-TZVPD.

Geometry (Å):
C: 2.2731 -0.2430 -0.4076
C: 1.1788 -1.6249 0.9680
C: -0.2005 2.7724 -1.1426
C: 2.3417 -0.9166 0.8339
C: -1.1019 1.1017 -0.1619
C: -2.3370 -0.5879 -1.4015
C: -2.3851 -0.7211 0.9750
C: -1.9533 -0.0952 -0.1141
N: 1.1437 -0.7291 -0.9845
N: -0.7371 1.5632 -1.4026
N: -0.1703 3.0657 0.1777
N: -0.7448 1.9875 0.7389
N: 0.4367 -1.5359 -0.1239
N: 3.3740 -0.8566 1.8251
H: 2.9306 0.4322 -0.9628
H: 0.9612 -2.3406 1.8415
H: 0.2353 3.3910 -1.8907
H: -2.7750 0.3208 -1.8917
H: -1.4483 -0.7984 -2.0202
H: -3.1660 -1.3444 -1.1957
H: -2.1811 -0.4966 2.0748
H: -3.0583 -1.5425 0.8935
H: 0.4996 -0.2050 -1.7328
H: -0.8968 1.7421 1.6944
H: 3.5382 -1.8382 2.0872
H: 4.2425 -0.5007 1.3224

net charge: 0
SMILES string: C=C(C)c1ncn[nH]1.Nc1cn[nH]c1

Atom charges from the Löwdin analysis, given in e for atoms 1 to 2:
1 C -0.06
2 C -0.15


[8]
8 unconnected molecules or ions with the total composition C58H70INO3, computed with ωB97M-V/def2-TZVPD.

Geometry (Å):
C: -2.3949 1.6823 -1.4695
C: -1.8635 2.3775 -0.2666
C: -2.5014 2.3016 1.2567
C: -3.5243 1.0477 1.5044
C: -2.7571 -0.4076 1.1957
C: -1.2366 -0.4863 1.7980
C: -0.5059 -1.9514 1.6267
C: 0.7572 -1.8882 0.5325
O: 1.9344 -2.6720 0.9930
C: 1.6101 -4.1006 1.1287
C: -3.8629 0.9855 3.1415
C: -5.3437 0.2635 3.4233
C: -5.5255 -1.3763 3.5948
N: -6.5214 1.0038 3.5481
O: -4.7256 1.0301 0.6604
C: -5.4097 2.3228 0.5952
O: -5.6152 3.1877 1.5895
C: -6.0313 2.7577 -0.8886
C: -7.0825 1.6467 -1.5036
C: -8.2384 1.2029 -0.4259
I: -6.0189 -0.0333 -2.4459
H: -3.2993 2.0179 -2.1318
H: -1.8048 0.7155 -1.8468
H: -0.8649 3.0050 -0.4101
H: -1.5576 2.2724 1.9880
H: -2.9857 3.3739 1.4582
H: -3.3958 -1.2168 1.7979
H: -2.8651 -0.6918 0.0656
H: -1.1266 -0.1374 2.9099
H: -0.5840 0.2766 1.1522
H: -1.2442 -2.8340 1.3943
H: 0.0238 -2.1722 2.6734
H: 0.4692 -2.3066 -0.5227
H: 1.1522 -0.7866 0.3675
H: 2.4405 -4.8331 0.7324
H: 1.3859 -4.3035 2.2810
H: 0.6381 -4.2903 0.4770
H: -3.0840 0.3443 3.7405
H: -3.8819 2.0742 3.6188
H: -4.6702 -1.8778 4.2337
H: -5.6619 -1.9223 2.5442
H: -6.5343 -1.6038 4.1887
H: -7.3381 0.3714 3.7122
H: -6.6580 3.7544 -0.7415
H: -5.1761 3.0156 -1.6446
H: -7.6528 2.2038 -2.3920
H: -8.1024 0.0816 -0.0991
H: -9.2914 1.2905 -0.9703
H: -8.3172 1.9209 0.5198
C: -2.7699 4.5797 6.9883
C: -3.5534 3.5107 6.5545
C: -3.1799 2.2022 6.8600
C: -2.0271 1.9631 7.6085
C: -1.2457 3.0324 8.0456
C: -1.6142 4.3404 7.7321
H: -3.0595 5.5991 6.7472
H: -4.4554 3.6974 5.9771
H: -3.7869 1.3692 6.5161
H: -1.7385 0.9438 7.8509
H: -0.3482 2.8460 8.6303
H: -1.0022 5.1729 8.0681
C: 5.1073 -1.9760 1.1112
C: 6.4502 -1.8229 0.7678
C: 7.4396 -2.4558 1.5197
C: 7.0850 -3.2505 2.6102
C: 5.7418 -3.4066 2.9513
C: 4.7530 -2.7662 2.2050
H: 4.3366 -1.4798 0.5271
H: 6.7259 -1.2092 -0.0861
H: 8.4863 -2.3309 1.2559
H: 7.8556 -3.7478 3.1933
H: 5.4656 -4.0273 3.8001
H: 3.7070 -2.8835 2.4744
C: -1.5384 7.3903 -0.6432
C: -0.7775 8.4176 -1.2004
C: 0.0864 8.1497 -2.2618
C: 0.1821 6.8551 -2.7730
C: -0.5816 5.8285 -2.2181
C: -1.4386 6.0946 -1.1506
H: -2.2091 7.5988 0.1863
H: -0.8573 9.4277 -0.8065
H: 0.6841 8.9490 -2.6914
H: 0.8517 6.6471 -3.6034
H: -0.5081 4.8200 -2.6176
H: -2.0294 5.2936 -0.7150
C: 9.1144 -5.1589 -1.7395
C: 8.2403 -5.0586 -0.6575
C: 8.4101 -5.8812 0.4557
C: 9.4611 -6.7980 0.4912
C: 10.3375 -6.8956 -0.5893
C: 10.1620 -6.0795 -1.7065
H: 8.9797 -4.5200 -2.6084
H: 7.4255 -4.3393 -0.6823
H: 7.7248 -5.8075 1.2958
H: 9.5965 -7.4357 1.3607
H: 11.1574 -7.6091 -0.5608
H: 10.8417 -6.1597 -2.5503
C: -2.5580 -0.7062 -4.7150
C: -1.7971 0.3211 -5.2722
C: -0.9332 0.0532 -6.3336
C: -0.8375 -1.2414 -6.8448
C: -1.6012 -2.2680 -6.2899
C: -2.4582 -2.0019 -5.2224
H: -3.2286 -0.4977 -3.8855
H: -1.8769 1.3312 -4.8783
H: -0.3355 0.8525 -6.7632
H: -0.1679 -1.4494 -7.6752
H: -1.5277 -3.2765 -6.6895
H: -3.0489 -2.8029 -4.7868
C: 13.9716 -2.6443 0.2037
C: 13.8769 -2.1976 1.5214
C: 12.8023 -2.5934 2.3173
C: 11.8266 -3.4447 1.7979
C: 11.9233 -3.8944 0.4813
C: 12.9930 -3.4911 -0.3175
H: 14.8074 -2.3329 -0.4173
H: 14.6409 -1.5398 1.9282
H: 12.7253 -2.2398 3.3418
H: 10.9917 -3.7572 2.4194
H: 11.1637 -4.5591 0.0772
H: 13.0651 -3.8372 -1.3448
C: -9.5430 2.8583 -6.7859
C: -8.5385 2.3037 -5.9935
C: -8.7682 1.1108 -5.3087
C: -10.0004 0.4667 -5.4244
C: -11.0037 1.0195 -6.2199
C: -10.7771 2.2173 -6.8973
H: -9.3648 3.7898 -7.3168
H: -7.5760 2.8020 -5.9089
H: -7.9876 0.6823 -4.6859
H: -10.1779 -0.4655 -4.8947
H: -11.9633 0.5167 -6.3112
H: -11.5608 2.6505 -7.5125

net charge: 0
SMILES string: [H]/N=C(\C)C[C@@](CC=C)(CCCCOC)OC(=O)C[C@H](C)I.c1ccccc1.c1ccccc1.c1ccccc1.c1ccccc1.c1ccccc1.c1ccccc1.c1ccccc1

Atom charges from the Löwdin analysis, given in e for atoms 1 to 2:
1 C -0.05
2 C -0.13


The following electronic energy values (in Ha) correspond, in order, to the records above: -2613.65351; -286.49238; -772.19543; -4329.22028; -2307.24671; -4128.62056; -640.49051; -2829.76695.